{"formula": "C6H8AuCeCl2N2O3S", "method": "the ωB97M-V functional and the def2-TZVPD basis", "total_charge": 4, "homo_lumo_gap_ev": [4.78, 2.33], "multiplicity": 4, "e_homo_ha": [-0.741, -0.757], "de_lowest_kcal_mol": 0.0, "fmax_ev_per_a": 12.10, "symbols": ["Au", "Ce", "Cl", "Cl", "C", "C", "C", "O", "O", "O", "C", "N", "C", "S", "N", "C", "H", "H", "H", "H", "H", "H", "H", "H"], "coordinates": [[0.040919, 0.956667, -7.713209], [0.020442, 0.237267, -0.190417], [-0.568543, 2.991447, -6.873668], [2.154042, -1.209070, -0.257880], [-0.710180, -1.313857, 1.278741], [-0.427209, 1.406767, -9.566247], [0.536435, -0.799814, -8.356411], [-1.099521, -2.116924, 2.047879], [-0.741489, 1.724925, -10.636149], [0.806019, -1.859125, -8.758008], [1.547950, 0.062252, 4.371301], [1.326504, 0.872966, 3.172512], [0.228996, 1.577204, 2.805482], [0.323504, 2.435078, 1.271834], [-0.927568, 1.685719, 3.491943], [-1.401147, 1.132147, 4.759856], [1.480882, 0.686356, 5.266759], [2.555111, -0.372023, 4.345370], [0.835179, -0.767771, 4.381199], [2.129529, 0.924475, 2.537478], [-1.633876, 2.271268, 3.021090], [-1.678545, 1.948175, 5.435482], [-2.292280, 0.520454, 4.583677], [-0.635455, 0.519916, 5.237185]], "forces_ev_per_a": [[-0.3, 1.7, 1.7], [2.9, 1.8, -4.6], [0.3, -0.8, 0.1], [-1.7, 1.1, 0.4], [-3.9, -8.5, 7.7], [-2.3, 2.8, -7.6], [2.2, -7.5, -1.5], [2.4, 4.9, -4.7], [1.6, -1.6, 5.2], [-1.4, 5.5, 1.8], [0.6, -0.4, -0.2], [-0.8, -0.1, 1.1], [1.2, 0.3, -1.4], [-0.1, 0.3, 0.9], [-0.6, -0.3, 1.1], [1.3, -0.6, 0.0], [-0.2, 0.0, 0.1], [-0.2, 0.3, -0.2], [-0.1, 0.1, 0.3], [-0.1, 0.3, 0.0], [0.3, 0.1, 0.0], [-0.3, 0.4, 0.0], [-0.3, 0.1, -0.1], [-0.3, 0.2, -0.1]], "lowdin_spin": [0.496, 0.998, 0.246, -0.012, 0.002, 0.168, 0.068, 0.007, 0.007, 0.015, 0.056, 0.353, -0.011, -0.032, 0.422, 0.089, 0.025, 0.000, 0.022, 0.005, 0.004, 0.038, 0.036, -0.001]}